No. 1
ORCA calculation (ωB97M-V/def2-TZVPD) on a 2-piece molecular cluster, C6H16OS overall.

- Energy relative to the best compared isomer or geometry (same formula, charge and spin): 5.5 kcal/mol
- SMILES: CCSCC.CCO
- F_max: 0.9 eV/Å
- HOMO: -8.5 eV
- Gap between HOMO and LUMO: 9.188 eV

Structure (XYZ):
```
24
C6H16OS | the Open Molecules 2025 dataset | ωB97M-V/def2-TZVPD
H -0.946 1.488 2.565
H -0.516 0.799 -0.422
H -2.980 -2.959 2.855
H 2.916 -6.337 -0.372
C 0.869 -6.827 0.155
H 1.096 -7.000 1.221
S -2.156 -0.400 1.689
H -0.993 -1.527 3.470
H -2.989 -2.558 4.601
H 1.692 -5.737 -1.530
H -4.083 -1.692 3.478
O 1.988 -4.646 0.229
C -0.781 0.776 1.733
H -1.620 2.066 0.201
H 1.110 -4.215 0.167
H 0.872 -7.798 -0.368
C -2.001 -1.086 3.356
H -2.094 -0.264 4.092
C -0.687 1.512 0.402
H 0.150 2.230 0.426
C -3.080 -2.138 3.585
H 0.155 0.224 1.943
C 1.903 -5.897 -0.455
H -0.140 -6.388 0.077
```

No. 2
ORCA calculation (ωB97M-V/def2-TZVPD) on a 2-piece molecular cluster, C4H13NO2 overall at a distorted geometry.

- Energy relative to the best compared isomer or geometry (same formula, charge and spin): 50.0 kcal/mol
- SMILES: CCNCCO.O
- F_max: 4.0 eV/Å
- HOMO: -8.6 eV
- Gap between HOMO and LUMO: 9.129 eV

Structure (XYZ):
```
20
C4H13NO2 | the Open Molecules 2025 dataset | ωB97M-V/def2-TZVPD
C 0.303 -0.005 0.566
O -4.987 4.419 -2.238
H 2.120 -3.523 0.286
H 2.935 -1.853 1.740
N 1.691 -0.539 0.584
H -0.369 -0.905 0.717
C 0.154 0.796 -0.713
H -4.395 3.748 -2.032
H 0.742 -3.600 1.323
H 2.484 0.190 0.679
H 1.038 1.290 -1.083
C 1.320 -2.962 0.624
H -1.609 1.707 -1.425
H 1.349 -1.643 2.383
H 0.068 0.660 1.441
H -0.049 -0.107 -1.430
O -0.955 1.774 -0.661
H -4.414 5.203 -1.923
H 0.700 -2.914 -0.234
C 1.875 -1.736 1.396
```

No. 3
ORCA calculation (ωB97M-V/def2-TZVPD) on C17H64AlN32O19 as an isolated structure at a distorted geometry.

- F_max: 8.9 eV/Å
- HOMO: -10.8 eV
- Gap between HOMO and LUMO: 2.326 eV
- Total charge: +1

Structure (XYZ):
```
133
C17H64AlN32O19 | the Open Molecules 2025 dataset | ωB97M-V/def2-TZVPD
N -2.274 1.771 3.251
H -1.333 -2.001 3.237
H 3.768 5.375 -2.155
H 3.974 -3.883 6.777
H 3.188 -1.917 -3.108
N 0.652 4.379 0.968
C 3.588 -0.037 -3.644
N -2.588 -1.097 -6.155
N 2.018 1.257 4.093
C -2.114 -1.960 -5.342
H 2.252 -3.896 6.672
O -5.813 -2.477 -2.653
N -1.907 5.310 -1.137
H -2.738 -1.343 -7.123
N 3.128 -3.457 6.427
O 5.826 0.572 0.742
H 0.369 2.960 2.595
H 8.201 -0.104 0.299
H -4.216 0.979 -0.710
N -4.846 -1.541 -0.770
H 0.529 3.391 0.802
H -0.393 -4.960 5.495
N 7.633 -0.035 -0.532
O 2.536 0.463 -3.295
C -5.782 -2.138 -1.455
H -1.227 -1.771 4.911
H 2.369 4.566 -1.567
N -4.838 0.047 -4.261
H -0.338 -3.349 0.738
H -6.279 1.665 -3.491
C 0.115 0.825 0.672
C 3.246 -1.488 1.428
N 4.548 0.671 -4.188
O -3.438 0.590 -2.690
O 1.022 1.129 -0.108
H -0.116 0.607 4.077
H -3.190 4.181 1.261
N 3.866 -1.332 -3.575
C 0.639 4.901 2.170
O -4.158 0.656 3.644
N 3.528 2.914 -0.242
H -3.947 -1.474 -1.225
N 0.309 -3.782 -4.117
N -6.694 -2.576 -0.649
H -2.700 1.183 0.256
H 2.078 -3.064 1.455
O -0.989 0.626 0.096
H 7.893 -0.217 -1.491
H 1.452 -5.291 -3.048
N -0.642 5.137 -2.847
H -1.409 1.606 2.757
H 1.479 1.154 3.244
C 6.384 0.369 -0.343
H -0.686 -1.672 0.836
H -2.201 2.635 1.022
H 5.385 0.370 -4.667
N -2.315 -3.104 -5.869
H 4.831 0.626 -1.481
O 4.219 -2.164 1.833
C -4.531 0.682 -3.238
C -1.307 4.502 -1.953
H -4.208 -0.625 -4.673
C 3.279 -2.899 5.299
C 4.141 3.987 -0.716
H 4.115 2.115 -0.047
C -3.010 0.717 3.129
H -5.260 2.183 -2.142
O 0.606 6.073 2.497
N 2.156 -2.083 1.229
H 4.430 1.666 -4.317
H 0.927 3.829 3.985
H 1.413 -1.725 0.647
C 1.086 -3.385 -3.160
H -5.830 -0.065 -4.416
H -6.547 -2.320 0.317
Al -0.334 0.529 -2.791
O -0.999 -4.333 3.210
H -7.538 -3.037 -0.956
N 1.655 -4.407 -2.604
H 2.526 2.802 -0.176
H -0.338 -3.114 -4.512
N 0.254 0.577 5.016
H 4.018 0.344 1.740
H -0.527 4.599 -3.694
H -1.366 6.160 -1.081
O -2.064 -1.764 -1.266
H 1.895 -4.349 -1.625
O 4.120 -3.070 4.427
O 1.943 1.395 6.195
N -0.782 -2.540 0.328
H -2.179 -3.938 -5.316
C 1.415 1.115 5.166
N -2.964 3.278 0.867
N 3.206 -0.185 1.455
H 2.370 0.310 1.180
O -1.478 3.284 -2.021
H -2.648 -3.171 -6.821
H -2.302 4.831 -0.340
N 5.795 0.326 -1.441
C -3.965 2.648 0.248
N -5.477 1.541 -2.891
H 0.521 5.085 0.257
H -5.141 -1.180 0.126
O 0.141 0.995 1.897
N 2.252 -2.195 5.034
O 0.958 -2.290 -2.648
H -2.679 2.664 3.494
H 4.718 -1.594 -4.050
O 5.348 4.273 -0.744
H 1.527 -2.223 5.737
H -0.334 0.713 5.826
N -1.634 -3.981 -0.959
H -2.902 -1.064 2.245
N 0.699 3.823 3.001
N 3.368 4.705 -1.513
N -2.411 -0.223 2.511
H 2.819 1.850 4.257
H -1.016 -4.742 -0.717
H 0.432 -4.690 -4.542
H -2.179 -4.094 -1.802
C -1.113 -3.669 4.218
O -5.056 3.049 0.004
H -0.321 6.095 -2.832
N -3.618 1.464 -0.057
H 2.221 -1.743 4.132
N -1.277 -2.432 4.149
N -0.814 -4.046 5.416
H 6.196 -0.093 -2.268
C -1.499 -2.708 -0.715
H -2.526 -0.113 -5.934
O -1.774 -1.746 -4.161
H -0.719 -3.380 6.170
H -1.733 0.223 1.911
```

No. 4
ORCA calculation (ωB97M-V/def2-TZVPD) on C5H6NO7P2SSeV as an isolated structure at a distorted geometry.

- Spin multiplicity: 2
- F_max: 3.4 eV/Å
- HOMO (spin up / spin down): -5.2 / -5.4 eV
- Gap between HOMO and LUMO (spin up / spin down): 6.940 / 7.984 eV
- Total charge: -1

Structure (XYZ):
```
24
C5H6NO7P2SSeV | the Open Molecules 2025 dataset | ωB97M-V/def2-TZVPD
O -0.106 -1.611 3.769
H -2.959 2.171 -3.578
C -1.957 0.073 -1.149
H -2.273 -0.672 -0.430
O 2.022 -1.533 2.439
O -0.148 -0.884 1.349
O 0.219 -3.383 2.015
H 0.791 0.429 1.917
C -2.300 1.645 -2.897
O 2.882 -0.264 0.436
C -0.111 1.207 -2.038
N -0.648 0.324 -1.180
H -3.889 0.501 -1.959
O 1.571 0.951 2.226
S 1.604 1.304 -1.865
P 0.455 -1.978 2.315
P 2.789 -0.130 1.969
O 3.984 0.117 2.762
C -0.948 1.896 -2.930
H -0.515 2.598 -3.628
Se 1.127 -2.272 -1.438
C -2.831 0.717 -1.995
V 1.050 -0.467 -0.167
H 0.191 -0.741 4.055
```

Question: Which value of F_max does entry 3 give?
Answer: 8.9 eV/Å

Question: F_max of number 4 (C5H6NO7P2SSeV)?
Answer: 3.4 eV/Å